i) The following is a DFT calculation (ωB97M-V/def2-TZVPD) of 6 unconnected molecules or ions with the total composition H12O6.

Computed properties:
Frontier orbital gap = 0.3925 hartree
Highest occupied orbital energy = -10.953 eV
Structure (SMILES) = O.O.O.O.O.O

```
18
Properties=species:S:1:pos:R:3:mulliken_charge:R:1
O 25.585 -7.807 11.337 -0.90
H 25.904 -8.682 11.090 0.43
H 25.167 -7.968 12.200 0.41
O 24.302 -8.394 13.626 -0.82
H 24.147 -9.363 13.625 0.33
H 23.426 -8.019 13.387 0.37
O 27.167 -5.461 11.706 -0.60
H 27.996 -5.609 11.242 0.32
H 26.879 -6.395 11.615 0.35
O 25.017 -6.628 15.505 -0.64
H 24.989 -7.449 15.004 0.37
H 25.593 -6.042 15.036 0.31
O 25.734 -10.275 10.328 -0.72
H 24.902 -10.463 10.725 0.34
H 25.504 -9.762 9.540 0.36
O 23.427 -7.043 10.082 -0.65
H 24.162 -7.470 10.533 0.44
H 23.908 -6.813 9.282 0.30
```

***

ii) The following is a DFT calculation (ωB97M-V/def2-TZVPD) of 6 unconnected molecules or ions with the total composition H12O6.

Computed properties:
Frontier orbital gap = 0.4087 hartree
Highest occupied orbital energy = -10.661 eV
Structure (SMILES) = O.O.O.O.O.O

```
18
Properties=species:S:1:pos:R:3:mulliken_charge:R:1
H -0.747 -1.180 2.214 0.25
H 0.100 -0.567 1.020 0.43
H 2.444 0.015 1.011 0.33
H 2.112 -0.971 -0.065 0.35
H -0.074 -1.013 -1.379 0.35
H 1.103 -0.033 -1.403 0.43
H 1.807 2.206 -0.767 0.27
H 0.591 1.536 -0.098 0.40
H -1.348 1.222 1.068 0.34
H -1.808 1.148 -0.238 0.39
H -2.614 -1.242 -1.275 0.28
H -1.940 -1.069 0.125 0.36
O -0.767 -0.687 1.350 -0.67
O 2.053 -0.864 0.904 -0.71
O 0.830 -0.948 -1.578 -0.75
O 1.486 1.368 -0.445 -0.66
O -1.173 1.757 0.267 -0.77
O -2.056 -0.677 -0.710 -0.65
```

***

iii) The following is a DFT calculation (ωB97M-V/def2-TZVPD) of 6 unconnected molecules or ions with the total composition H12O6.

Computed properties:
Frontier orbital gap = 0.4226 hartree
Highest occupied orbital energy = -11.292 eV
Structure (SMILES) = O.O.O.O.O.O

```
18
Properties=species:S:1:pos:R:3:mulliken_charge:R:1
H 0.501 1.511 0.715 0.33
H -0.854 0.843 0.877 0.34
H -1.365 -3.124 -0.648 0.36
H -1.268 -1.821 0.130 0.26
H -2.824 -0.774 -0.164 0.37
H -3.108 -0.042 1.138 0.33
H 0.362 -1.768 -0.103 0.35
H 0.815 -3.066 0.545 0.33
H -1.096 3.955 -0.051 0.32
H -1.385 3.138 -1.300 0.32
H 4.587 -0.401 0.429 0.32
H 3.572 0.346 -0.420 0.32
O 0.006 0.929 1.303 -0.66
O -1.760 -2.247 -0.581 -0.68
O -2.860 0.110 0.219 -0.68
O 1.032 -2.458 -0.170 -0.65
O -0.659 3.459 -0.752 -0.64
O 4.500 0.357 -0.161 -0.63
```

***

iv) The following is a DFT calculation (ωB97M-V/def2-TZVPD) of 6 unconnected molecules or ions with the total composition H12O6.

Computed properties:
Frontier orbital gap = 0.4154 hartree
Highest occupied orbital energy = -11.120 eV
Structure (SMILES) = O.O.O.O.O.O

```
18
Properties=species:S:1:pos:R:3:mulliken_charge:R:1
O 0.233 -3.082 -1.561 -0.60
H 0.346 -2.562 -2.327 0.29
H -0.371 -3.676 -1.941 0.31
O 0.257 -0.241 -0.128 -0.61
H 0.116 -1.065 -0.248 0.27
H -0.447 0.018 0.350 0.28
O -2.756 2.494 0.022 -0.63
H -2.384 1.951 0.679 0.39
H -2.249 2.249 -0.701 0.30
O -1.555 0.883 1.955 -0.68
H -2.166 0.485 2.563 0.29
H -1.154 1.534 2.509 0.32
O 2.220 -0.232 1.943 -0.61
H 1.610 -0.298 1.315 0.36
H 3.001 0.026 1.482 0.31
O 2.159 0.641 -2.036 -0.59
H 1.713 0.243 -2.599 0.20
H 1.425 0.632 -1.276 0.40
```

***

List of relative energies, unit eV: i) 0.547; ii) 0.000; iii) 0.703; iv) 2.316

***

i) The following is a DFT calculation (ωB97M-V/def2-TZVPD) of 6 unconnected molecules or ions with the total composition H12O6.

Computed properties:
Frontier orbital gap = 0.3969 hartree
Highest occupied orbital energy = -10.926 eV
Structure (SMILES) = O.O.O.O.O.O

```
18
Properties=species:S:1:pos:R:3:mulliken_charge:R:1
O -0.664 -2.955 -1.237 -0.64
H -0.247 -2.419 -0.551 0.35
H -0.016 -3.631 -1.451 0.31
O 1.166 0.422 -3.910 -0.65
H 0.572 0.483 -3.147 0.38
H 1.878 -0.157 -3.628 0.32
O 0.720 1.321 2.577 -0.70
H 1.037 2.007 1.981 0.30
H 1.269 1.408 3.364 0.31
O -0.539 1.235 -1.792 -0.74
H -1.432 0.872 -1.845 0.35
H -0.654 2.133 -1.468 0.31
O -1.659 0.218 3.391 -0.64
H -0.775 0.560 3.186 0.37
H -1.555 -0.734 3.469 0.32
O 0.306 -0.644 0.365 -0.66
H 0.394 -0.037 1.110 0.34
H 0.196 -0.082 -0.414 0.38
```

***

ii) The following is a DFT calculation (ωB97M-V/def2-TZVPD) of 6 unconnected molecules or ions with the total composition H12O6.

Computed properties:
Frontier orbital gap = 0.4460 hartree
Highest occupied orbital energy = -11.457 eV
Structure (SMILES) = O.O.O.O.O.O

```
18
Properties=species:S:1:pos:R:3:mulliken_charge:R:1
H 2.369 -1.655 -1.732 0.33
H 0.840 -1.470 -1.604 0.45
H -1.123 -0.345 -1.653 0.42
H -0.941 -1.106 -2.983 0.32
H -2.146 0.717 0.088 0.42
H -2.621 -0.750 0.031 0.32
H 1.379 -1.510 1.830 0.32
H 1.846 -1.265 0.381 0.42
H -1.759 2.750 0.804 0.33
H -0.661 1.805 1.345 0.45
H 1.338 0.728 1.343 0.42
H 1.427 1.971 2.250 0.32
O 1.615 -1.920 -1.187 -0.77
O -0.445 -0.606 -2.323 -0.74
O -2.402 -0.002 -0.542 -0.76
O 1.898 -0.895 1.300 -0.76
O -1.641 1.891 1.225 -0.77
O 1.028 1.663 1.428 -0.74
```

***

iii) The following is a DFT calculation (ωB97M-V/def2-TZVPD) of 6 unconnected molecules or ions with the total composition H12O6.

Computed properties:
Frontier orbital gap = 0.4270 hartree
Highest occupied orbital energy = -11.405 eV
Structure (SMILES) = O.O.O.O.O.O

```
18
Properties=species:S:1:pos:R:3:mulliken_charge:R:1
O -0.507 -3.845 3.312 -0.63
H -0.587 -4.659 3.810 0.32
H -0.717 -3.156 3.943 0.31
O -1.753 4.446 1.220 -0.64
H -1.331 4.950 1.916 0.32
H -2.511 4.042 1.641 0.32
O -2.575 1.242 -3.042 -0.64
H -1.733 0.879 -2.766 0.32
H -2.656 2.060 -2.552 0.32
O 1.126 -0.369 -0.552 -0.64
H 0.810 -1.049 0.043 0.32
H 1.116 0.432 -0.029 0.32
O 1.834 -6.672 0.164 -0.64
H 1.327 -7.153 -0.491 0.32
H 1.177 -6.330 0.771 0.31
O 2.289 5.367 -2.701 -0.63
H 1.594 4.818 -2.340 0.32
H 3.097 4.996 -2.346 0.32
```

***

List of relative energies, unit eV: i) 1.078; ii) 0.000; iii) 1.787

***

i) The following is a DFT calculation (ωB97M-V/def2-TZVPD) of 6 unconnected molecules or ions with the total composition H12O6.

Computed properties:
Frontier orbital gap = 0.4249 hartree
Highest occupied orbital energy = -10.969 eV
Structure (SMILES) = O.O.O.O.O.O

```
18
Properties=species:S:1:pos:R:3:mulliken_charge:R:1
H 3.455 -0.036 -0.901 0.30
H 2.738 0.448 0.327 0.40
H 0.732 2.109 -0.081 0.44
H 1.010 1.913 1.369 0.30
H -1.665 1.056 -0.459 0.38
H -1.415 2.407 -0.997 0.33
H 0.776 -1.965 -1.428 0.30
H 1.837 -1.680 -0.246 0.42
H -3.602 -0.592 -0.593 0.33
H -2.373 -0.534 0.169 0.37
H -0.534 -1.521 0.598 0.42
H -1.362 -1.748 1.912 0.28
O 3.059 -0.375 -0.115 -0.72
O 1.539 2.036 0.529 -0.70
O -0.983 1.815 -0.344 -0.71
O 0.904 -2.143 -0.457 -0.75
O -2.846 -0.034 -0.456 -0.71
O -1.270 -1.157 1.173 -0.71
```

***

ii) The following is a DFT calculation (ωB97M-V/def2-TZVPD) of 6 unconnected molecules or ions with the total composition H12O6.

Computed properties:
Frontier orbital gap = 0.4088 hartree
Highest occupied orbital energy = -11.092 eV
Structure (SMILES) = O.O.O.O.O.O

```
18
Properties=species:S:1:pos:R:3:mulliken_charge:R:1
O -0.153 -1.568 -1.534 -0.65
H 0.201 -1.242 -2.363 0.30
H 0.122 -0.946 -0.865 0.37
O 0.114 -2.552 1.497 -0.66
H 0.426 -3.018 0.708 0.33
H -0.804 -2.513 1.260 0.33
O 3.435 1.487 -0.839 -0.63
H 2.637 1.284 -0.312 0.35
H 4.002 0.770 -0.697 0.29
O 1.104 -0.016 0.382 -0.69
H 0.266 0.444 0.437 0.40
H 1.069 -0.580 1.136 0.33
O -0.997 1.794 -0.082 -0.78
H -1.352 2.674 -0.067 0.32
H -0.760 1.736 -1.022 0.31
O -3.115 0.393 0.727 -0.63
H -2.471 0.995 0.380 0.41
H -3.725 0.857 1.254 0.30
```

***

List of relative energies, unit eV: i) 0.000; ii) 0.303

***

i) The following is a DFT calculation (ωB97M-V/def2-TZVPD) of C5H7Cl in the gas phase.

Computed properties:
Frontier orbital gap = 0.3633 hartree
Highest occupied orbital energy = -9.091 eV
Structure (SMILES) = C=C(Cl)/C=C\C

```
13
Properties=species:S:1:pos:R:3:mulliken_charge:R:1
C 1.086 -1.353 0.000 -0.81
C 0.829 -0.327 -1.101 -0.16
C 0.115 0.756 -0.811 -0.29
C -0.579 1.113 0.442 0.28
C -1.545 0.411 1.005 -0.92
H 2.186 -1.402 0.267 0.29
H 0.749 -2.391 -0.464 0.21
H 0.366 -1.085 0.949 0.26
H 1.172 -0.376 -2.114 0.39
H -0.025 1.522 -1.565 0.31
H -2.002 0.816 1.913 0.26
H -1.907 -0.434 0.533 0.39
Cl -0.447 2.752 0.946 -0.22
```

***

ii) The following is a DFT calculation (ωB97M-V/def2-TZVPD) of 2 unconnected molecules or ions with the total composition C5H7Cl.

Computed properties:
Frontier orbital gap (spin up / spin down) = 0.3354 / 0.2671 hartree
Highest occupied orbital energy (spin up / spin down) = -9.386 / -7.803 eV

```
13
Properties=species:S:1:pos:R:3:mulliken_charge:R:1
C 1.901 -0.526 -0.215 -0.72
C -0.950 -1.784 0.082 -0.71
C 0.031 0.465 0.223 -0.17
C -1.059 -0.481 0.377 0.72
C 0.079 1.898 -0.172 -0.94
Cl -2.596 0.308 0.710 -0.22
H 2.512 -0.535 0.681 0.31
H 1.571 -1.467 -0.687 0.34
H -1.817 -2.498 -0.246 0.21
H 0.020 -2.197 0.019 0.30
H -0.922 2.332 0.036 0.34
H 0.332 2.057 -1.199 0.27
H 0.898 2.428 0.390 0.27
```

***

iii) The following is a DFT calculation (ωB97M-V/def2-TZVPD) of C5H7Cl in the gas phase.

Computed properties:
Frontier orbital gap = 0.3886 hartree
Highest occupied orbital energy = -9.420 eV
Structure (SMILES) = C=C[C@@H]1C[C@H]1Cl

```
13
Properties=species:S:1:pos:R:3:mulliken_charge:R:1
C -0.681 0.340 0.467 -0.03
C -0.165 1.460 -0.320 -0.70
C 0.575 0.181 -0.313 -0.08
C 1.951 0.104 0.320 -0.16
C 2.833 -0.800 -0.089 -0.80
H -0.556 0.479 1.502 0.36
H 0.343 2.258 0.192 0.23
H -0.721 1.781 -1.181 0.26
H 0.481 -0.418 -1.171 0.41
H 2.250 0.861 1.012 0.28
H 3.848 -1.006 0.298 0.26
H 2.616 -1.434 -0.992 0.18
Cl -2.079 -0.602 -0.003 -0.21
```

***

List of relative energies, unit eV: i) 0.193; ii) 5.062; iii) 0.000

***

i) The following is a DFT calculation (ωB97M-V/def2-TZVPD) of C2H2FN3 in the gas phase.

Computed properties:
Frontier orbital gap = 0.3757 hartree
Highest occupied orbital energy = -10.019 eV

```
8
Properties=species:S:1:pos:R:3:mulliken_charge:R:1
C -1.557 -0.489 0.370 0.38
C 0.901 0.919 0.758 -0.21
N -2.401 -0.604 1.134 -0.34
N -0.621 -0.243 -0.542 -0.30
N 0.669 0.239 -0.296 0.11
F 2.255 1.154 0.868 -0.18
H -0.523 -0.952 -1.252 0.28
H 1.278 -0.025 -1.040 0.26
```

***

ii) The following is a DFT calculation (ωB97M-V/def2-TZVPD) of C2H2FN3 in the gas phase.

Computed properties:
Frontier orbital gap = 0.3876 hartree
Highest occupied orbital energy = -9.888 eV
Structure (SMILES) = Fc1cnn[nH]1

```
8
Properties=species:S:1:pos:R:3:mulliken_charge:R:1
C 0.649 0.255 -0.253 0.33
C -0.394 -0.056 -1.027 -0.23
H -0.451 -0.380 -2.113 0.33
H 0.630 0.064 2.107 0.37
N -1.531 -0.215 -0.188 -0.26
N -1.020 -0.146 1.066 -0.41
N 0.213 0.231 1.052 0.14
F 1.904 0.247 -0.643 -0.25
```

***

iii) The following is a DFT calculation (ωB97M-V/def2-TZVPD) of C2H2FN3 in the gas phase.

Computed properties:
Frontier orbital gap = 0.3959 hartree
Highest occupied orbital energy = -10.850 eV
Structure (SMILES) = F/N=N\[C@H]1C=N1

```
8
Properties=species:S:1:pos:R:3:mulliken_charge:R:1
C -0.526 -0.239 -0.590 -0.29
C 0.563 -0.523 0.356 0.30
N -0.596 -1.413 -0.100 -0.40
N 1.696 -0.994 -0.176 0.12
N 2.777 -1.084 0.219 -0.20
F 3.036 -0.466 1.620 -0.34
H -0.968 0.415 -1.177 0.38
H 0.367 0.087 1.220 0.43
```

***

List of relative energies, unit eV: i) 1.401; ii) 0.000; iii) 2.834

***

i) The following is a DFT calculation (ωB97M-V/def2-TZVPD) of a molecular structure, C5H9N2.

Computed properties:
Frontier orbital gap (spin up / spin down) = 0.2644 / 0.3053 hartree
Net charge = +1
Highest occupied orbital energy (spin up / spin down) = -12.032 / -12.486 eV

```
16
Properties=species:S:1:pos:R:3:mulliken_charge:R:1
C -2.950 0.460 0.273 -0.45
C -2.132 -0.756 -1.099 -0.19
C -1.689 0.278 -0.228 0.29
C 1.591 -0.962 0.125 -0.64
C 1.185 1.460 0.690 -0.58
N -3.049 -0.918 -0.161 -0.21
N 1.566 0.484 -0.306 -0.06
H -3.530 0.914 1.184 0.29
H -1.814 -1.613 -1.770 0.33
H 0.687 -1.419 -0.249 0.20
H 2.415 -1.685 -0.279 0.33
H 1.444 -1.079 1.167 0.29
H 1.251 1.114 1.750 0.26
H 1.398 2.515 0.643 0.37
H 2.533 0.751 -0.548 0.39
H 1.092 0.456 -1.193 0.38
```

***

ii) The following is a DFT calculation (ωB97M-V/def2-TZVPD) of a gas-phase ion, C5H9N2 (charge +1).

Computed properties:
Frontier orbital gap = 0.3909 hartree
Net charge = +1
Highest occupied orbital energy = -14.595 eV
Structure (SMILES) = CN1C(=[NH2+])C12CC2

```
16
Properties=species:S:1:pos:R:3:mulliken_charge:R:1
C -0.125 -0.945 0.442 0.50
C 0.554 1.595 1.089 -0.69
C 1.672 1.134 0.079 -0.62
C 0.401 0.406 0.183 0.15
C -1.531 -0.087 -1.549 -0.68
N -0.699 -0.299 -0.467 0.19
N -0.292 -2.283 1.279 -0.43
H 0.900 1.473 2.104 0.30
H 0.178 2.535 0.677 0.28
H 1.854 1.636 -0.905 0.23
H 2.659 0.636 0.419 0.26
H -2.452 -0.694 -1.355 0.33
H -1.611 1.051 -1.883 0.28
H -1.031 -0.594 -2.554 0.33
H 0.510 -2.792 1.665 0.28
H -0.986 -2.771 0.774 0.28
```

***

List of relative energies, unit eV: i) 4.558; ii) 0.000